Formula: C35H73BBrO16P
Source: the OMol25 dataset
Level of theory: wB97M-V/def2-TZVPD

Output
* energy: -150250.771 eV
* charge: 0
* SMILES: CC(C)CCO[P@](=O)(OCCCBr)OOB(O)O.CC(C)=O.CC(C)=O.CC(C)=O.CC(C)=O.CC(C)=O.CC(C)=O.CC(C)=O.CC(C)=O.CC(C)=O

Positions of all 127 atoms, in Å:
1 C 3.501 -6.012 -0.960
2 C 1.974 -5.931 -1.015
3 C 1.376 -5.731 0.392
4 C 1.562 -4.834 -2.006
5 C 0.090 -4.451 -1.983
6 O -0.067 -3.201 -1.260
7 P -1.268 -2.250 -1.607
8 O -1.487 -1.875 -3.004
9 O -0.969 -1.074 -0.603
10 C -1.050 0.300 -1.028
11 C 0.108 0.733 -1.931
12 C 1.386 -0.076 -1.826
13 Br 2.117 -0.132 -0.030
14 O -2.499 -3.051 -0.901
15 O -3.667 -3.013 -1.731
16 B -4.470 -4.148 -1.544
17 O -4.334 -4.984 -0.469
18 O -5.451 -4.266 -2.475
19 H 3.929 -5.017 -0.812
20 H 3.834 -6.643 -0.135
21 H 3.917 -6.421 -1.884
22 H 1.629 -6.886 -1.428
23 H 2.165 -5.598 1.134
24 H 0.786 -6.592 0.711
25 H 0.738 -4.849 0.455
26 H 2.148 -3.932 -1.805
27 H 1.783 -5.154 -3.025
28 H -0.516 -5.195 -1.460
29 H -0.302 -4.322 -2.993
30 H -1.078 0.876 -0.106
31 H -1.997 0.440 -1.551
32 H 0.338 1.780 -1.722
33 H -0.221 0.671 -2.971
34 H 1.258 -1.098 -2.171
35 H 2.156 0.390 -2.436
36 H -4.013 -5.861 -0.668
37 H -5.260 -3.760 -3.283
38 C 3.353 2.427 3.182
39 C 3.881 1.022 3.364
40 O 3.426 0.091 2.740
41 C 4.991 0.871 4.368
42 H 2.554 2.428 2.444
43 H 2.978 2.804 4.136
44 H 4.156 3.092 2.860
45 H 4.657 1.222 5.345
46 H 5.840 1.497 4.092
47 H 5.304 -0.168 4.436
48 C 2.894 -6.436 -6.871
49 C 1.771 -5.560 -6.373
50 O 1.430 -5.563 -5.213
51 C 1.094 -4.677 -7.392
52 H 3.301 -7.021 -6.051
53 H 2.529 -7.102 -7.655
54 H 3.681 -5.820 -7.311
55 H 0.671 -5.288 -8.192
56 H 1.825 -4.007 -7.848
57 H 0.309 -4.097 -6.915
58 C 1.699 6.960 4.150
59 C 1.548 5.995 5.302
60 O 2.469 5.752 6.050
61 C 0.189 5.373 5.473
62 H 2.713 7.353 4.126
63 H 1.476 6.456 3.208
64 H 0.984 7.777 4.263
65 H -0.090 4.808 4.581
66 H -0.539 6.170 5.627
67 H 0.197 4.708 6.334
68 C -6.091 -0.617 -4.033
69 C -5.796 -1.640 -5.096
70 O -5.912 -2.829 -4.885
71 C -5.361 -1.123 -6.441
72 H -6.395 -1.114 -3.115
73 H -5.202 -0.012 -3.845
74 H -6.886 0.046 -4.380
75 H -4.441 -0.543 -6.343
76 H -6.133 -0.469 -6.852
77 H -5.191 -1.960 -7.114
78 C 7.255 2.268 8.715
79 C 6.705 3.000 7.513
80 O 6.758 2.523 6.402
81 C 6.100 4.352 7.781
82 H 7.673 1.312 8.410
83 H 8.017 2.879 9.202
84 H 6.462 2.109 9.448
85 H 6.854 5.000 8.231
86 H 5.285 4.259 8.502
87 H 5.719 4.786 6.859
88 C -8.756 -2.206 -7.423
89 C -9.374 -1.302 -6.390
90 O -8.979 -0.169 -6.217
91 C -10.496 -1.881 -5.564
92 H -7.966 -1.671 -7.944
93 H -8.336 -3.093 -6.946
94 H -9.505 -2.534 -8.145
95 H -10.141 -2.761 -5.025
96 H -11.312 -2.203 -6.215
97 H -10.860 -1.138 -4.858
98 C 10.649 5.446 10.764
99 C 9.598 5.708 9.714
100 O 8.420 5.547 9.939
101 C 10.091 6.177 8.367
102 H 10.178 5.114 11.685
103 H 11.348 4.686 10.410
104 H 11.225 6.355 10.950
105 H 10.773 5.439 7.941
106 H 10.650 7.108 8.478
107 H 9.252 6.332 7.694
108 C -0.419 7.513 9.027
109 C -0.980 8.410 7.952
110 O -1.081 8.037 6.805
111 C -1.403 9.794 8.375
112 H -0.143 6.550 8.606
113 H 0.459 7.979 9.479
114 H -1.157 7.375 9.820
115 H -0.554 10.327 8.808
116 H -2.172 9.728 9.148
117 H -1.787 10.343 7.520
118 C -7.976 -5.924 -10.916
119 C -7.556 -4.513 -10.580
120 O -7.459 -4.134 -9.437
121 C -7.263 -3.601 -11.747
122 H -8.158 -6.483 -10.002
123 H -8.881 -5.909 -11.527
124 H -7.198 -6.416 -11.501
125 H -8.145 -3.514 -12.384
126 H -6.463 -4.022 -12.359
127 H -6.972 -2.618 -11.386

Formula: C4H6O
Source: the OMol25 dataset
Level of theory: wB97M-V/def2-TZVPD

Output
* energy above the lowest of the compared OMol25 structures with the same formula, charge and spin: 5.8 kJ/mol
* charge: 0
* SMILES: O=C1CCC1

Positions of all 11 atoms, in Å:
1 O -2.338 0.047 -0.254
2 C -1.150 0.023 -0.106
3 C -0.064 1.103 -0.107
4 C 0.976 -0.014 0.162
5 C -0.125 -1.102 0.066
6 H 0.008 1.600 -1.081
7 H -0.164 1.869 0.668
8 H 1.438 0.057 1.149
9 H 1.758 -0.103 -0.591
10 H -0.249 -1.761 0.931
11 H -0.090 -1.719 -0.837

Formula: C5H8N2
Source: the OMol25 dataset
Level of theory: wB97M-V/def2-TZVPD

Output
* energy above the lowest of the compared OMol25 structures with the same formula, charge and spin: 118.0 kJ/mol
* charge: 0
* SMILES: Cc1c[nH]c(N)c1

Positions of all 15 atoms, in Å:
1 C -2.147 -0.350 -0.091
2 C -0.946 0.441 0.359
3 C -0.329 1.478 -0.310
4 N 1.022 1.201 -0.336
5 C 1.260 0.009 0.302
6 N 2.457 -0.708 0.047
7 C 0.087 -0.399 0.859
8 H -1.692 -1.203 -0.619
9 H -2.760 -0.782 0.702
10 H -2.749 0.180 -0.827
11 H -0.713 2.379 -0.775
12 H 1.730 1.719 -0.829
13 H 2.646 -1.314 0.837
14 H 2.241 -1.340 -0.725
15 H -0.107 -1.312 1.406

Formula: CH3NOS
Source: the OMol25 dataset
Level of theory: wB97M-V/def2-TZVPD

Output
* energy above the lowest of the compared OMol25 structures with the same formula, charge and spin: 394.7 kJ/mol
* charge: 0

Positions of all 7 atoms, in Å:
1 C 0.762 -0.259 0.832
2 N 1.067 0.622 -0.058
3 O -1.644 0.821 -1.673
4 S 0.637 1.186 -1.443
5 H 1.675 -0.515 1.425
6 H -0.270 -0.410 1.029
7 H -1.478 -0.085 -2.127